Computed, not measured: a gas-phase ion, C14H20NO3 (charge +1) in a non-equilibrium geometry, with wB97M-V/def2-TZVPD.

Each atom is followed by the atoms it is bonded to, with distances in Å.
Positions of all 38 atoms, in Å:
1 C 2.0920 -0.9171 -3.1476  N2 1.542, H19 1.108, H20 1.141, H21 1.019
2 N 1.2894 -1.2393 -1.8711  C1 1.542, C3 1.468, C4 1.523, C7 1.388
3 C 1.7173 -2.5958 -1.5095  N2 1.468, H22 1.084, H23 1.098, H24 0.995
4 C -0.2103 -1.0294 -2.0372  N2 1.523, C5 1.554, C18 1.477, H25 1.118
5 C -0.3079 0.5212 -2.0677  C4 1.554, C6 1.526, H26 1.098, H27 1.095
6 C 0.8025 0.9907 -1.1318  C5 1.526, C7 1.546, H28 1.088, H29 1.079
7 C 1.5280 -0.3427 -0.8382  N2 1.388, C6 1.546, C8 1.656, H30 1.072
8 C 0.9345 -0.6815 0.6699  C7 1.656, C9 1.567, H31 1.121, H32 1.076
9 C -0.5729 -1.0990 0.5682  C8 1.567, O10 1.470, C18 1.575, H33 1.077
10 O -1.3901 0.0343 1.0262  C9 1.470, C11 1.323
11 C -1.5525 0.2494 2.3214  O10 1.323, O12 1.200, C13 1.494
12 O -1.6711 -0.6685 3.0848  C11 1.200
13 C -1.8826 1.6220 2.8100  C11 1.494, C14 1.367, O17 1.404
14 C -1.8601 1.8963 4.1491  C13 1.367, C15 1.412, H34 1.122
15 C -1.8730 3.2942 4.3445  C14 1.412, C16 1.436, H35 1.044
16 C -2.0122 3.8149 3.0134  C15 1.436, O17 1.343, H36 1.081
17 O -1.9451 2.8315 2.1005  C13 1.404, C16 1.343
18 C -0.9767 -1.5485 -0.8867  C4 1.477, C9 1.575, H37 1.123, H38 1.100
19 H 3.1908 -0.8201 -3.0408  C1 1.108
20 H 1.9158 -1.8419 -3.7926  C1 1.141
21 H 1.6881 -0.0905 -3.5849  C1 1.019
22 H 1.0842 -3.0935 -0.7842  C3 1.084
23 H 2.7268 -2.4859 -1.0912  C3 1.098
24 H 1.7342 -3.1131 -2.3592  C3 0.995
25 H -0.5856 -1.4072 -3.0208  C4 1.118
26 H -1.2518 0.9108 -1.6631  C5 1.098
27 H -0.2359 0.9370 -3.0779  C5 1.095
28 H 0.4873 1.5531 -0.2554  C6 1.088
29 H 1.4661 1.6280 -1.6958  C6 1.079
30 H 2.5888 -0.2335 -0.7258  C7 1.072
31 H 1.1574 0.1958 1.3307  C8 1.121
32 H 1.4399 -1.4987 1.1537  C8 1.076
33 H -0.7512 -1.9540 1.1978  C9 1.077
34 H -1.6130 1.0935 4.8935  C14 1.122
35 H -1.9735 3.9778 5.1277  C15 1.044
36 H -2.1211 4.8826 2.8847  C16 1.081
37 H -2.0227 -1.1506 -0.9785  C18 1.123
38 H -1.0343 -2.6224 -1.1162  C18 1.100

Computed properties:
E_tot in hartree: -825.61006
Net charge: +1
Molecular weight in g/mol: 250.32
ΔE to the lowest compared entry with this formula, charge and spin in kcal per mole: 73.0

Atomic partial charges in e from the Löwdin method, atoms 1 to 5:
1. C 0.0861
2. N -0.2535
3. C 0.0425
4. C -0.2221
5. C -0.0985